(1)
ORCA calculation (ωB97M-V/def2-TZVPD) on a molecular structure, C34H90F4HgN6O26S4 at a distorted geometry.

Last column: Löwdin charge in e.
Atoms and positions in Å:
Hg -2.954 -0.149 -0.847  1.246
N -3.353 -1.385 -2.659  -0.350
S -4.720 -1.762 -3.427  0.466
O -5.028 -3.140 -3.314  -0.228
O -5.029 -1.051 -4.597  -0.230
F -5.718 -1.065 -2.364  -0.205
S -2.280 -2.166 -3.690  0.509
O -2.473 -1.993 -5.069  -0.209
O -1.799 -3.422 -3.251  -0.234
F -1.030 -1.229 -3.384  -0.176
N -0.885 0.208 -0.135  -0.343
S 0.401 -0.875 -0.141  0.446
O 0.739 -1.354 1.136  -0.230
O 1.444 -0.556 -1.023  -0.224
F -0.368 -2.032 -0.838  -0.154
S -0.098 1.493 0.412  0.463
O 0.771 2.134 -0.513  -0.247
O 0.261 1.550 1.775  -0.238
F -1.387 2.475 0.383  -0.193
C 0.833 -5.328 1.109  -0.279
C 0.453 -6.109 2.354  -0.282
O 1.437 -5.939 3.300  -0.048
O -0.219 -5.327 0.195  -0.064
H 1.778 -5.768 0.733  0.126
H 1.169 -4.314 1.385  0.114
H 0.361 -7.171 2.104  0.125
H -0.554 -5.788 2.648  0.114
H 1.949 -6.720 3.490  0.087
H 0.092 -5.014 -0.672  0.055
C 2.870 4.684 -1.336  -0.283
C 2.430 5.087 -2.721  -0.245
O 3.251 4.573 -3.752  -0.070
O 3.671 5.691 -0.786  -0.080
H 3.478 3.776 -1.432  0.119
H 2.017 4.432 -0.699  0.100
H 2.202 6.151 -2.842  0.121
H 1.452 4.586 -2.822  0.104
H 4.186 4.666 -3.539  0.091
H 4.324 5.326 -0.148  0.056
C -2.709 -2.903 1.540  -0.279
C -3.763 -2.921 0.486  -0.234
O -4.419 -1.690 0.395  -0.112
O -3.365 -2.853 2.763  -0.079
H -1.950 -2.112 1.398  0.094
H -2.080 -3.795 1.442  0.124
H -4.391 -3.749 0.822  0.141
H -3.320 -3.189 -0.471  0.117
H -4.991 -1.603 1.167  0.112
H -2.690 -2.699 3.499  0.070
C 2.029 -4.477 -4.393  -0.255
C 2.058 -3.992 -2.985  -0.220
O 0.818 -4.316 -2.372  -0.095
O 1.161 -3.647 -5.118  -0.052
H 1.707 -5.521 -4.346  0.128
H 3.053 -4.430 -4.792  0.124
H 2.134 -2.901 -2.973  0.114
H 2.835 -4.460 -2.395  0.127
H 0.117 -3.839 -2.862  0.048
H 0.970 -4.066 -5.962  0.101
C 1.397 2.219 5.047  -0.281
C 1.997 1.328 6.117  -0.213
O 1.237 1.546 7.337  -0.083
O 1.733 3.561 5.241  -0.043
H 0.327 2.028 4.878  0.121
H 1.777 1.841 4.084  0.091
H 3.034 1.614 6.291  0.124
H 1.889 0.288 5.773  0.107
H 1.803 1.365 8.094  0.078
H 1.212 3.857 5.998  0.092
C 1.963 2.590 -10.754  -0.121
O 1.949 1.601 -9.755  -0.183
C 0.664 1.127 -9.468  -0.257
C 0.744 -0.028 -8.493  -0.235
N 1.131 0.427 -7.178  -0.053
C 1.425 -0.666 -6.246  -0.209
C 1.545 -0.109 -4.884  -0.248
O 2.728 0.651 -4.850  -0.157
C 2.875 1.285 -3.619  -0.114
H 1.331 3.452 -10.497  0.089
H 1.656 2.188 -11.737  0.088
H 2.984 2.942 -10.908  0.085
H 0.182 0.746 -10.382  0.123
H 0.024 1.881 -8.987  0.128
H 1.369 -0.847 -8.888  0.124
H -0.299 -0.375 -8.439  0.122
H 1.945 1.030 -7.271  0.114
H 2.357 -1.163 -6.556  0.131
H 0.604 -1.380 -6.320  0.111
H 1.597 -0.920 -4.137  0.109
H 0.670 0.503 -4.625  0.100
H 2.081 2.023 -3.473  0.083
H 3.841 1.773 -3.486  0.085
H 2.898 0.551 -2.793  0.080
C -0.382 -1.802 4.458  -0.052
O -1.439 -2.741 4.691  -0.237
C -1.372 -3.311 5.988  -0.218
C -2.503 -4.264 6.143  -0.210
N -3.739 -3.527 6.118  -0.061
C -4.910 -4.343 6.345  -0.214
C -6.136 -3.494 6.485  -0.214
O -7.256 -4.349 6.609  -0.193
C -7.762 -4.805 5.404  -0.134
H -0.684 -1.133 3.652  0.065
H 0.534 -2.320 4.172  0.103
H -0.243 -1.155 5.335  0.090
H -1.371 -2.508 6.737  0.130
H -0.399 -3.811 6.079  0.132
H -2.459 -4.799 7.085  0.128
H -2.419 -4.918 5.259  0.132
H -3.855 -3.002 5.259  0.097
H -4.723 -4.979 7.211  0.128
H -5.088 -5.046 5.513  0.118
H -6.352 -2.867 5.605  0.118
H -6.150 -2.835 7.349  0.126
H -7.865 -3.933 4.741  0.087
H -8.716 -5.293 5.557  0.088
H -7.092 -5.513 4.900  0.081
C -3.036 0.400 2.726  -0.074
O -3.397 0.791 1.428  -0.294
C -4.447 1.712 1.424  -0.212
C -4.537 2.401 0.072  -0.165
N -4.760 1.390 -1.013  -0.099
C -4.804 1.967 -2.380  -0.151
C -3.424 2.455 -2.794  -0.224
O -2.413 1.506 -2.556  -0.291
C -1.172 1.897 -3.187  -0.056
H -2.675 1.264 3.284  0.109
H -2.255 -0.345 2.633  0.057
H -3.859 -0.094 3.251  0.106
H -4.274 2.443 2.217  0.137
H -5.414 1.217 1.614  0.136
H -3.692 3.059 -0.119  0.112
H -5.430 3.048 0.086  0.134
H -5.734 1.155 -0.801  0.128
H -5.401 2.888 -2.339  0.132
H -5.179 1.247 -3.094  0.105
H -3.155 3.430 -2.364  0.129
H -3.436 2.665 -3.874  0.137
H -0.397 1.180 -2.940  0.058
H -0.826 2.856 -2.775  0.097
H -1.326 1.991 -4.265  0.109
C 3.887 0.636 2.028  -0.091
O 4.420 1.889 2.394  -0.163
C 3.696 2.995 1.966  -0.262
C 4.220 4.237 2.553  -0.169
N 5.292 4.845 1.719  -0.068
C 5.949 5.927 2.372  -0.248
C 7.258 6.216 1.659  -0.232
O 8.133 5.136 1.708  -0.189
C 8.708 4.914 2.961  -0.107
H 2.984 0.377 2.618  0.078
H 4.567 -0.176 2.281  0.089
H 3.585 0.609 0.971  0.092
H 2.611 2.918 2.164  0.113
H 3.624 3.060 0.861  0.119
H 4.668 4.019 3.530  0.128
H 3.430 4.988 2.560  0.132
H 6.034 4.157 1.555  0.126
H 6.188 5.727 3.435  0.106
H 5.315 6.818 2.375  0.129
H 7.765 7.137 1.953  0.125
H 6.921 6.317 0.620  0.127
H 9.397 5.720 3.242  0.092
H 9.292 4.008 2.842  0.092
H 7.935 4.809 3.723  0.078

Properties
Gap between HOMO and LUMO in eV: 7.318
ΔE to the lowest compared entry with this formula, charge and spin in kJ/mol: 0.0
LUMO in hartree: -0.03581
Largest force on an atom in eV/A: 5.09

***

(2)
ORCA calculation (ωB97M-V/def2-TZVPD) on 16 unconnected molecules or ions with the total composition C34H91N9O16 at a distorted geometry.

Last column: Löwdin charge in e.
Atoms and positions in Å:
C 2.003 5.258 -0.123  -0.093
O 3.299 4.816 0.305  -0.144
H 2.172 5.720 -1.038  0.065
H 1.374 4.405 -0.184  0.044
H 1.571 6.060 0.502  0.100
H 3.238 4.259 1.105  0.053
C -3.235 5.676 1.876  -0.185
O -2.032 5.225 1.309  -0.146
H -3.119 5.921 2.899  0.053
H -3.654 6.602 1.408  0.091
H -4.026 4.914 1.900  0.067
H -2.023 5.230 0.320  0.035
C 6.716 -3.017 -0.023  -0.132
O 5.273 -2.741 0.022  -0.142
H 7.275 -2.339 0.626  0.062
H 6.843 -4.071 0.332  0.087
H 7.092 -2.824 -1.055  0.080
H 5.082 -1.990 -0.524  0.025
C 4.135 2.511 2.235  -0.144
O 2.748 2.394 1.934  -0.156
H 4.628 1.548 2.647  0.108
H 4.692 2.940 1.420  0.058
H 4.274 3.280 3.049  0.102
H 2.251 2.633 2.711  0.002
C 2.025 -1.464 2.896  -0.130
O 1.389 -2.046 4.047  -0.151
H 1.485 -1.511 1.933  0.055
H 2.183 -0.362 3.149  0.077
H 3.035 -1.836 2.782  0.090
H 1.392 -2.949 3.712  0.046
C -4.112 1.192 1.289  -0.148
O -4.971 0.609 2.266  -0.137
H -3.758 0.367 0.577  0.076
H -4.605 2.024 0.745  0.065
H -3.184 1.551 1.852  0.090
H -4.334 0.432 2.956  0.013
C 3.164 2.270 -2.191  -0.107
O 4.157 3.003 -1.419  -0.155
H 3.094 2.574 -3.259  0.094
H 3.513 1.263 -2.084  0.048
H 2.233 2.356 -1.657  0.039
H 3.870 3.843 -1.036  0.022
C -0.525 -5.963 2.406  0.010
C 0.539 -4.970 1.915  -0.534
O 1.484 -4.704 2.626  0.024
N 0.375 -4.415 0.681  0.026
C 1.469 -3.757 -0.001  -0.067
H -0.964 -5.715 3.367  0.077
H 0.063 -6.823 2.612  0.065
H -1.379 -6.255 1.785  0.075
H -0.426 -4.711 0.154  0.092
H 1.356 -3.866 -1.108  0.089
H 2.390 -4.278 0.405  0.103
H 1.675 -2.716 0.327  0.051
C -3.844 -2.495 -1.079  0.004
C -4.067 -3.051 0.365  -0.537
O -3.825 -4.256 0.548  -0.012
N -4.789 -2.376 1.256  0.023
C -5.020 -2.922 2.598  -0.045
H -3.946 -1.418 -1.052  0.044
H -4.642 -2.875 -1.756  0.092
H -2.822 -2.805 -1.358  0.066
H -4.996 -1.395 1.243  0.093
H -5.857 -2.313 3.031  0.107
H -4.121 -2.793 3.129  0.042
H -5.378 -3.982 2.468  0.103
C 7.026 2.379 -4.904  0.001
C 6.854 1.167 -3.924  -0.529
O 7.093 0.050 -4.312  0.040
N 6.482 1.386 -2.617  0.002
C 6.216 0.318 -1.736  -0.107
H 6.639 3.356 -4.583  0.068
H 6.513 2.010 -5.856  0.101
H 8.072 2.443 -5.103  0.055
H 6.336 2.305 -2.284  0.103
H 7.137 -0.093 -1.281  0.095
H 5.609 -0.466 -2.176  0.086
H 5.579 0.790 -0.991  0.077
C -3.822 3.629 -1.565  0.026
C -2.420 4.033 -1.975  -0.515
O -1.920 5.063 -1.490  -0.002
N -1.835 3.280 -2.910  0.008
C -0.396 3.396 -3.200  -0.037
H -3.866 3.311 -0.528  0.052
H -4.231 2.850 -2.207  0.064
H -4.453 4.491 -1.644  0.085
H -2.274 2.364 -3.085  0.069
H 0.142 2.675 -2.548  0.061
H -0.153 4.390 -2.792  0.082
H -0.206 3.352 -4.293  0.095
C -1.587 -1.312 2.566  0.030
C -2.150 -1.073 3.932  -0.540
O -3.241 -0.591 4.060  0.041
N -1.272 -1.281 4.991  0.026
C -1.871 -0.890 6.250  -0.081
H -1.791 -2.320 2.165  0.093
H -0.464 -1.281 2.615  0.070
H -1.969 -0.565 1.867  0.060
H -0.354 -1.621 4.769  0.083
H -1.197 -1.052 7.067  0.081
H -2.698 -1.475 6.463  0.058
H -2.213 0.202 6.244  0.115
C -2.888 -1.154 -4.389  0.016
C -3.182 0.343 -4.369  -0.475
O -3.389 0.952 -3.283  -0.031
N -3.372 0.933 -5.564  0.015
C -3.614 2.345 -5.779  -0.045
H -3.788 -1.672 -3.947  0.106
H -1.981 -1.311 -3.778  0.075
H -2.703 -1.568 -5.342  0.051
H -3.225 0.360 -6.344  0.113
H -3.316 2.549 -6.831  0.098
H -3.067 2.878 -4.999  0.067
H -4.706 2.585 -5.761  0.101
C -0.900 2.765 3.912  0.019
C 0.501 2.429 4.385  -0.529
O 1.391 3.232 4.055  0.003
N 0.645 1.302 5.067  0.054
C 1.964 0.816 5.464  -0.050
H -1.535 3.254 4.699  0.112
H -1.320 1.850 3.509  0.053
H -0.635 3.493 3.143  0.076
H -0.142 0.687 5.169  0.093
H 2.248 1.335 6.379  0.085
H 2.714 1.162 4.701  0.088
H 2.006 -0.263 5.669  0.085
C -0.539 -4.451 -4.371  -0.009
C -1.130 -5.042 -3.116  -0.525
O -0.869 -4.503 -2.036  0.000
N -2.056 -6.025 -3.272  0.025
C -2.877 -6.431 -2.113  -0.032
H -0.275 -5.269 -5.026  0.066
H 0.340 -3.771 -4.210  0.103
H -1.256 -3.862 -5.002  0.082
H -2.136 -6.428 -4.174  0.120
H -3.893 -6.455 -2.484  0.086
H -2.759 -5.692 -1.341  0.050
H -2.555 -7.341 -1.666  0.072
C -0.355 -0.288 -1.547  -0.002
C 0.992 -0.085 -0.961  -0.538
O 1.935 -0.804 -1.405  -0.013
N 1.095 0.854 0.036  0.045
C 0.059 1.870 0.387  -0.035
H -0.734 0.627 -1.991  0.050
H -1.025 -0.623 -0.651  0.127
H -0.243 -1.043 -2.303  0.066
H 2.080 1.086 0.218  0.117
H -0.453 1.501 1.247  0.049
H -0.697 1.909 -0.381  0.060
H 0.425 2.870 0.633  0.073

Properties
Gap between HOMO and LUMO in eV: 9.187
LUMO in hartree: 0.00350
Largest force on an atom in eV/A: 3.25

***

(3)
ORCA calculation (ωB97M-V/def2-TZVPD) on 10 unconnected molecules or ions with the total composition C34H92O31P6 at a distorted geometry.

Last column: Löwdin charge in e.
Atoms and positions in Å:
C 9.152 13.003 15.990  -0.145
O 10.246 13.457 15.306  -0.210
P 11.006 14.926 15.636  0.558
O 10.640 15.708 16.878  -0.254
O 12.599 14.621 15.489  -0.226
C 13.575 15.477 16.096  -0.085
O 10.727 15.772 14.287  -0.237
C 9.424 16.080 13.772  -0.081
H 8.151 13.362 15.749  0.096
H 9.330 13.047 17.064  0.069
H 9.118 11.932 15.790  0.082
H 14.198 14.785 16.662  0.091
H 13.235 16.173 16.863  0.078
H 14.205 15.990 15.369  0.069
H 9.176 17.141 13.776  0.082
H 8.677 15.671 14.453  0.078
H 9.236 15.653 12.787  0.076
C 5.041 15.669 8.803  -0.158
O 5.371 14.875 9.847  -0.221
P 6.608 15.212 10.840  0.536
O 6.914 14.322 12.008  -0.251
O 6.236 16.742 11.427  -0.238
C 5.133 16.984 12.206  -0.162
O 7.870 15.411 9.829  -0.252
C 8.484 14.232 9.216  -0.070
H 4.950 15.051 7.909  0.103
H 5.604 16.590 8.651  0.095
H 4.116 16.090 9.195  0.094
H 4.727 16.077 12.654  0.089
H 4.306 17.427 11.652  0.086
H 5.307 17.617 13.076  0.090
H 9.336 14.656 8.684  0.079
H 8.027 13.734 8.360  0.091
H 8.886 13.611 10.016  0.095
C 9.068 6.668 12.357  -0.076
O 10.340 6.533 13.087  -0.209
P 11.531 7.536 12.765  0.401
O 12.865 7.197 13.281  -0.220
O 10.940 8.980 13.215  -0.223
C 10.753 9.361 14.527  -0.124
O 11.403 7.650 11.190  -0.219
C 12.470 7.369 10.335  -0.110
H 9.015 6.136 11.407  0.083
H 8.935 7.695 12.016  0.076
H 8.131 6.482 12.882  0.087
H 11.238 8.631 15.175  0.080
H 9.737 9.634 14.812  0.085
H 11.237 10.337 14.510  0.092
H 12.560 8.285 9.751  0.089
H 12.215 6.506 9.721  0.095
H 13.450 7.306 10.809  0.086
C 12.251 13.142 18.379  -0.063
O 13.366 13.169 19.253  -0.249
P 14.144 11.965 19.973  0.488
O 14.707 10.868 19.174  -0.237
O 15.321 12.767 20.887  -0.260
C 16.692 12.412 21.035  -0.110
O 13.126 11.445 21.110  -0.201
C 12.679 12.443 21.973  -0.130
H 12.366 12.428 17.564  0.106
H 12.193 14.182 18.058  0.061
H 11.399 12.960 19.034  0.092
H 16.853 11.671 21.818  0.081
H 17.292 13.300 21.234  0.088
H 17.029 11.764 20.226  0.079
H 11.657 12.204 22.266  0.072
H 12.729 13.490 21.675  0.086
H 13.241 12.278 22.892  0.093
C 10.386 18.304 19.066  -0.096
O 11.668 17.714 18.872  -0.236
P 12.523 17.287 20.200  0.516
O 11.937 16.323 21.142  -0.226
O 13.958 16.813 19.579  -0.248
C 14.817 16.051 20.308  -0.148
O 12.940 18.753 20.889  -0.234
C 14.057 19.497 20.379  -0.117
H 10.280 19.072 18.300  0.081
H 10.375 18.784 20.045  0.083
H 9.493 17.682 19.020  0.082
H 15.707 16.681 20.282  0.100
H 14.975 15.115 19.773  0.068
H 14.471 15.665 21.266  0.095
H 15.019 19.420 20.884  0.082
H 13.779 20.544 20.499  0.086
H 14.268 19.286 19.331  0.084
C 6.509 22.414 14.310  -0.118
O 7.921 22.343 14.329  -0.215
P 8.671 21.905 15.691  0.442
O 8.101 20.788 16.453  -0.238
O 10.150 21.527 15.195  -0.207
C 10.486 20.175 14.847  -0.085
O 8.891 23.338 16.459  -0.215
C 7.910 23.991 17.269  -0.108
H 6.088 21.505 14.740  0.086
H 6.257 22.408 13.250  0.087
H 6.021 23.311 14.692  0.084
H 9.753 19.643 14.242  0.073
H 10.495 19.658 15.807  0.075
H 11.423 19.936 14.344  0.084
H 7.217 24.575 16.664  0.076
H 8.386 24.717 17.929  0.088
H 7.240 23.371 17.864  0.089
C 10.205 18.174 11.036  -0.127
C 11.012 16.860 10.777  -0.168
C 12.130 17.210 9.813  -0.184
O 11.623 18.370 9.092  -0.187
C 10.343 18.911 9.669  -0.124
H 10.678 18.709 11.859  0.097
H 9.135 18.016 11.173  0.096
H 10.437 16.036 10.356  0.084
H 11.438 16.327 11.627  0.085
H 12.442 16.433 9.115  0.121
H 12.969 17.538 10.426  0.082
H 9.684 18.547 8.880  0.112
H 10.374 19.990 9.820  0.107
C 10.232 9.030 18.167  -0.077
O 9.821 8.172 17.081  -0.240
C 9.954 6.737 17.349  -0.139
C 11.437 6.266 17.513  -0.175
O 11.859 5.929 18.860  -0.202
C 11.142 4.795 19.362  -0.098
H 9.679 9.020 19.106  0.078
H 10.228 10.065 17.826  0.073
H 11.282 8.784 18.325  0.086
H 9.397 6.216 16.570  0.123
H 9.481 6.575 18.317  0.098
H 12.154 7.008 17.161  0.124
H 11.569 5.400 16.865  0.112
H 11.554 4.579 20.348  0.089
H 11.303 3.951 18.692  0.087
H 10.097 5.096 19.436  0.071
C 8.967 11.387 21.857  -0.116
O 9.017 12.583 21.133  -0.188
C 8.013 12.704 20.194  -0.207
C 8.178 14.040 19.431  -0.172
O 7.153 14.079 18.413  -0.208
C 7.092 15.383 17.805  -0.095
H 7.951 11.018 21.998  0.084
H 9.454 11.362 22.832  0.089
H 9.388 10.618 21.208  0.078
H 7.070 12.656 20.738  0.131
H 8.134 11.909 19.458  0.123
H 9.121 14.188 18.905  0.097
H 8.095 14.877 20.124  0.125
H 6.296 15.287 17.065  0.091
H 8.037 15.565 17.294  0.053
H 7.008 16.216 18.503  0.084
C 14.306 16.169 12.437  -0.092
O 14.896 17.423 12.007  -0.187
C 15.255 18.194 13.115  -0.193
C 15.412 19.811 12.915  -0.200
O 14.179 20.438 12.843  -0.191
C 13.827 20.665 11.422  -0.048
H 14.866 15.511 13.102  0.083
H 14.164 15.624 11.505  0.092
H 13.372 16.295 12.986  0.069
H 16.129 17.768 13.608  0.114
H 14.472 18.099 13.868  0.101
H 15.972 20.035 12.006  0.110
H 15.992 20.159 13.770  0.115
H 12.786 20.985 11.395  0.082
H 13.879 19.775 10.795  0.076
H 14.523 21.403 11.026  0.086

Properties
Gap between HOMO and LUMO in eV: 9.512
ΔE to the lowest compared entry with this formula, charge and spin in kJ/mol: 687.5
SMILES string: COP(=O)(OC)OC.COP(=O)(OC)OC.COP(=O)(OC)OC.COP(=O)(OC)OC.COP(=O)(OC)OC.COP(=O)(OC)OC.C1CCOC1.COCCOC.COCCOC.COCCOC
LUMO in hartree: 0.01245
Largest force on an atom in eV/A: 5.25